Record 1
The following is a DFT calculation (the ωB97M-V functional and the def2-TZVPD basis) of a cluster of 7 separate species, C36H91N5O6S2 in total.

```
140
Properties=species:S:1:pos:R:3:mulliken_charge:R:1
C 2.955 6.274 4.144 -1.340
C 2.883 6.440 2.636 0.322
O 4.206 6.142 2.139 -0.320
S 4.335 5.883 0.545 1.171
C 4.620 4.108 0.607 -0.689
O 3.091 6.142 -0.113 -0.579
O 5.516 6.544 0.082 -0.685
H 3.693 6.913 4.624 0.354
H 3.179 5.237 4.396 0.311
H 1.978 6.490 4.584 0.384
H 2.169 5.700 2.269 -0.033
H 2.564 7.433 2.326 0.324
H 5.566 3.942 1.115 0.460
H 4.673 3.767 -0.423 0.346
H 3.778 3.708 1.167 0.052
C 0.435 -1.238 -0.030 -0.868
C -0.220 -0.086 0.727 1.797
O 0.787 0.918 0.916 0.204
S 0.373 2.213 1.777 0.991
C -0.719 3.160 0.703 0.186
O -0.475 1.742 2.837 -0.511
O 1.601 2.916 1.975 -0.636
H 1.157 -1.709 0.637 -0.329
H 0.966 -0.885 -0.916 0.137
H -0.319 -1.933 -0.397 0.427
H -1.054 0.337 0.162 -0.801
H -0.576 -0.492 1.674 -0.601
H -0.911 4.155 1.099 0.639
H -1.690 2.673 0.617 -0.206
H -0.289 3.232 -0.296 -0.905
C -1.366 -5.042 3.659 -1.415
C -1.113 -3.753 4.425 -0.503
N -1.464 -2.553 3.668 0.585
C -0.981 -1.355 4.371 -1.129
C 0.531 -1.222 4.285 -0.943
C -2.908 -2.475 3.486 -0.545
C -3.329 -1.436 2.430 -1.008
H -0.994 -5.907 4.222 0.436
H -0.775 -5.070 2.741 0.221
H -2.411 -5.290 3.492 0.435
H -1.660 -3.783 5.384 0.341
H -0.056 -3.757 4.686 0.308
H -1.433 -0.462 3.942 0.404
H -1.296 -1.422 5.426 0.464
H 1.042 -1.892 4.973 0.571
H 0.878 -1.308 3.256 -0.194
H 0.782 -0.198 4.583 0.484
H -3.410 -2.267 4.446 0.335
H -3.280 -3.426 3.114 0.347
H -2.895 -1.744 1.478 0.150
H -3.032 -0.417 2.670 0.106
H -4.416 -1.460 2.343 0.519
C -2.365 -7.011 -3.662 -1.306
C -1.285 -6.125 -4.259 -0.440
N -1.693 -4.722 -4.278 0.168
C -2.810 -4.472 -5.190 -0.691
C -2.715 -5.028 -6.629 -1.029
C -0.562 -3.857 -4.611 -0.919
C -0.730 -2.433 -4.065 -0.773
H -3.259 -7.036 -4.286 0.280
H -2.602 -6.635 -2.665 0.315
H -2.073 -8.056 -3.537 0.420
H -0.400 -6.205 -3.624 0.434
H -0.994 -6.491 -5.253 0.342
H -3.718 -4.906 -4.760 0.358
H -3.044 -3.407 -5.207 0.328
H -2.686 -6.114 -6.675 0.267
H -3.618 -4.672 -7.128 0.406
H -1.849 -4.642 -7.168 0.270
H -0.415 -3.840 -5.697 0.163
H 0.334 -4.215 -4.105 0.524
H 0.214 -1.904 -4.227 0.192
H -0.941 -2.471 -2.997 0.251
H -1.471 -1.817 -4.577 0.323
C 6.375 -4.134 2.786 -1.061
C 5.476 -3.875 1.575 -0.664
N 4.581 -2.717 1.704 0.215
C 5.258 -1.428 1.688 -0.645
C 4.361 -0.340 1.067 -0.641
C 3.648 -2.840 2.811 -0.335
C 2.621 -3.956 2.623 -0.857
H 5.815 -4.566 3.616 0.256
H 6.780 -3.189 3.162 0.286
H 7.244 -4.749 2.557 0.406
H 6.082 -3.670 0.690 0.467
H 4.844 -4.724 1.319 0.385
H 5.546 -1.135 2.705 0.278
H 6.084 -1.493 0.980 0.434
H 3.382 -0.283 1.550 -0.060
H 4.820 0.642 1.203 0.285
H 4.188 -0.569 0.017 0.265
H 3.042 -1.930 2.827 -0.127
H 4.134 -2.919 3.794 0.458
H 3.043 -4.960 2.647 0.555
H 2.032 -3.804 1.719 0.184
H 1.925 -3.880 3.462 0.008
C -3.745 3.698 2.616 -1.195
C -4.165 4.383 1.304 -0.689
N -4.078 3.495 0.152 0.968
C -4.226 4.249 -1.103 -0.574
C -3.066 5.200 -1.384 -1.321
C -5.145 2.487 0.248 -0.832
C -4.938 1.343 -0.723 -1.033
H -4.565 3.298 3.219 0.385
H -3.255 4.447 3.238 0.374
H -3.105 2.830 2.454 0.117
H -5.162 4.834 1.443 0.452
H -3.503 5.229 1.147 0.326
H -4.313 3.592 -1.968 0.317
H -5.178 4.807 -1.065 0.317
H -2.152 4.600 -1.406 0.140
H -3.202 5.747 -2.315 0.436
H -2.920 5.955 -0.613 0.402
H -6.120 2.963 0.066 0.322
H -5.154 2.128 1.278 0.458
H -5.101 1.684 -1.747 0.353
H -5.556 0.463 -0.556 0.475
H -3.894 1.021 -0.688 0.013
C 1.597 0.863 -4.525 -1.696
C 1.090 1.091 -3.103 0.361
N 0.215 2.229 -2.916 0.865
C 0.840 3.546 -3.014 -1.021
C 1.930 3.711 -1.977 -0.789
C -1.093 2.087 -3.514 -0.877
C -1.905 0.960 -2.886 0.788
H 0.782 0.823 -5.251 0.254
H 2.193 -0.046 -4.600 0.448
H 2.222 1.705 -4.840 0.395
H 0.554 0.186 -2.798 -0.579
H 1.935 1.143 -2.414 0.343
H 1.230 3.707 -4.031 0.503
H 0.040 4.277 -2.874 0.367
H 2.819 3.144 -2.255 0.434
H 2.241 4.756 -1.933 0.423
H 1.596 3.458 -0.974 0.004
H -1.027 1.933 -4.605 0.254
H -1.661 3.016 -3.410 0.488
H -2.934 0.961 -3.251 0.614
H -1.887 1.096 -1.805 -0.755
H -1.512 -0.008 -3.192 -0.578
```

LUMO level ... 0.6 eV
Calculated total energy ... -80212.2341 eV
SMILES ... CCOS(C)(=O)=O.CCOS(C)(=O)=O.CCN(CC)CC.CCN(CC)CC.CCN(CC)CC.CCN(CC)CC.CCN(CC)CC
HOMO-LUMO gap ... 8.81 eV

Record 2
The following is a DFT calculation (the ωB97M-V functional and the def2-TZVPD basis) of a structure of composition C36H92F6N7O12Ti.

```
154
Properties=species:S:1:pos:R:3:mulliken_charge:R:1
Ti 1.383 -3.321 0.549 -0.002
O 1.414 -3.454 -2.838 0.015
H 0.697 -2.917 -2.491 0.042
H 1.244 -4.398 -2.850 0.342
H 2.285 -3.229 -2.503 0.466
C 4.269 -2.224 -0.631 -0.063
O 3.434 -1.902 0.557 0.176
O 3.624 -3.317 -1.318 -1.043
C 4.540 -0.852 -1.510 0.604
F 3.442 -0.184 -1.801 -0.155
F 5.387 -0.042 -0.795 -0.264
F 5.011 -1.019 -2.742 -0.338
C 3.849 -0.849 1.468 -0.256
C 3.095 -0.910 2.774 -0.648
H 3.492 -0.232 3.529 0.510
H 2.077 -0.645 2.487 -0.473
H 3.112 -1.884 3.263 0.484
H 3.644 0.171 1.141 -0.105
H 4.927 -0.832 1.628 0.457
H 5.257 -2.497 -0.260 0.349
C -0.550 -0.782 -1.011 -0.395
O -0.428 -0.365 0.346 0.348
O -0.174 -2.137 -1.036 -0.098
C -1.843 -0.244 -1.744 0.558
F -2.986 -0.513 -1.073 -0.230
F -1.803 1.081 -1.980 -0.318
F -2.011 -0.709 -3.015 -0.238
C 0.126 0.990 0.488 -0.731
C -0.168 1.633 1.866 -0.027
H 0.278 0.981 2.617 -0.608
H 0.255 2.638 1.884 0.189
H -1.231 1.784 2.054 0.478
H -0.317 1.697 -0.213 0.683
H 1.180 0.822 0.268 -0.038
H 0.175 -0.281 -1.652 0.095
C 0.806 5.915 1.560 -1.780
C 1.977 6.849 1.833 1.301
C 2.399 7.657 0.570 -0.883
O 2.479 6.860 -0.652 -0.254
C 3.128 7.523 -1.714 -0.854
N 1.549 7.748 2.892 -0.695
H 0.630 5.266 2.417 0.436
H 1.106 5.297 0.713 0.339
H -0.094 6.417 1.204 0.486
H 2.732 6.101 2.073 -0.210
H 3.379 8.107 0.725 0.371
H 1.693 8.481 0.465 0.372
H 2.617 8.406 -2.097 0.342
H 3.079 6.788 -2.517 0.258
H 4.176 7.785 -1.569 0.313
H 2.245 8.057 3.555 0.232
H 0.770 7.348 3.394 0.241
C -0.490 -4.524 3.478 -1.502
C -0.809 -3.264 2.665 0.336
C -2.149 -2.484 3.178 -0.990
O -2.120 -2.212 4.556 -0.508
C -3.126 -1.242 4.925 -0.800
N 0.358 -2.465 2.514 0.243
H -1.215 -5.320 3.307 0.454
H -0.424 -4.343 4.550 0.335
H 0.422 -4.945 3.055 0.264
H -1.021 -3.582 1.644 0.373
H -3.013 -3.131 3.020 0.503
H -2.419 -1.622 2.569 0.469
H -3.031 -0.339 4.321 0.254
H -2.958 -1.082 5.990 0.286
H -4.149 -1.601 4.817 0.398
H 0.572 -2.297 3.486 0.060
H 0.005 -1.570 2.209 -0.218
C -1.686 -4.215 -3.454 -1.071
C -1.316 -5.505 -4.146 0.377
C -1.532 -5.439 -5.663 -0.624
O -0.790 -6.591 -6.275 -0.390
C -1.302 -6.872 -7.554 -0.807
N 0.089 -5.648 -3.744 -0.518
H -0.973 -3.395 -3.357 -0.306
H -1.999 -4.450 -2.436 0.530
H -2.597 -3.854 -3.930 0.454
H -1.881 -6.357 -3.767 0.272
H -1.401 -4.446 -6.094 0.205
H -2.594 -5.628 -5.821 0.426
H -2.333 -7.159 -7.344 0.341
H -0.810 -7.735 -8.003 0.297
H -1.479 -6.093 -8.296 0.299
H 0.420 -6.323 -4.419 0.181
H 0.056 -6.092 -2.837 0.307
C -1.782 -1.520 -6.497 -1.165
C -0.760 -0.517 -7.068 0.384
C 0.002 0.242 -6.017 -0.700
O 1.123 -0.533 -5.405 -0.403
C 1.882 0.083 -4.485 -0.514
N 0.102 -1.218 -7.990 -0.799
H -1.248 -2.252 -5.892 0.079
H -2.465 -1.967 -7.219 0.437
H -2.325 -0.855 -5.824 0.299
H -1.360 0.196 -7.634 0.349
H -0.638 0.564 -5.196 0.270
H 0.478 1.191 -6.261 0.527
H 1.518 1.076 -4.221 0.381
H 2.936 0.211 -4.732 0.323
H 1.778 -0.476 -3.556 -0.149
H -0.146 -2.189 -7.870 0.282
H 1.028 -1.152 -7.593 0.370
C 5.588 4.791 -0.160 -1.365
C 5.430 4.370 1.286 0.445
C 4.280 3.414 1.624 0.221
O 4.353 2.896 2.966 -0.504
C 3.010 2.667 3.605 -0.165
N 6.817 3.891 1.566 -0.728
H 6.114 5.696 -0.465 0.419
H 4.518 4.852 -0.358 0.191
H 5.964 3.986 -0.792 0.381
H 5.338 5.312 1.826 0.173
H 4.260 2.639 0.858 0.147
H 3.365 4.007 1.643 -0.152
H 2.537 1.848 3.063 -0.120
H 2.312 3.499 3.705 0.276
H 3.191 2.358 4.634 0.315
H 6.972 3.496 2.482 0.206
H 7.490 4.628 1.409 0.240
C -6.077 -0.103 0.378 -1.152
C -7.463 -0.072 -0.280 0.758
C -8.144 -1.468 -0.518 -0.864
O -7.314 -2.582 -1.048 -0.327
C -7.074 -2.359 -2.418 -0.690
N -8.417 0.726 0.451 -0.773
H -5.422 -0.463 -0.416 0.082
H -5.955 -0.720 1.268 0.334
H -5.766 0.849 0.808 0.440
H -7.261 0.489 -1.192 0.175
H -9.100 -1.372 -1.033 0.410
H -8.368 -1.905 0.455 0.313
H -6.610 -1.398 -2.639 0.272
H -8.047 -2.283 -2.903 0.335
H -6.413 -3.158 -2.754 0.211
H -9.252 0.895 -0.093 0.241
H -8.072 1.652 0.661 0.248
C 1.079 -0.038 7.679 -1.535
C 0.022 -0.208 6.588 0.959
C 0.313 0.437 5.136 0.133
O 0.285 1.839 5.172 -0.300
C -1.031 2.364 5.218 -0.725
N -0.092 -1.643 6.245 -0.547
H 1.728 -0.900 7.831 0.370
H 0.609 0.150 8.644 0.365
H 1.740 0.725 7.267 0.311
H -0.920 0.131 7.018 0.256
H -0.384 0.134 4.355 -0.099
H 1.280 0.258 4.665 -0.021
H -0.717 3.300 5.681 0.305
H -1.747 1.921 5.910 0.283
H -1.397 2.569 4.212 0.204
H -0.359 -2.245 7.010 0.356
H -0.974 -1.596 5.754 0.011
```

LUMO level (spin up / spin down) ... 0.4 / 0.3 eV
Multiplicity ... 4
Calculated total energy ... -113232.9397 eV
HOMO-LUMO gap (spin up / spin down) ... 5.36 / 9.04 eV

Record 3
The following is a DFT calculation (the ωB97M-V functional and the def2-TZVPD basis) of a cluster of 8 separate species, C36H93N5O16 in total.

```
150
Properties=species:S:1:pos:R:3:mulliken_charge:R:1
C 5.915 8.283 -1.228 -0.116
C 4.792 9.156 -0.768 -0.066
O 3.612 9.191 -1.571 0.007
O 6.241 8.634 -2.600 -0.463
H 5.749 7.206 -1.277 0.411
H 6.753 8.381 -0.537 -0.225
H 5.087 10.204 -0.812 -0.751
H 4.541 9.093 0.290 0.341
H 3.008 9.874 -1.273 0.195
H 5.348 8.618 -2.953 0.298
C 5.566 11.485 4.840 -0.218
C 4.478 12.069 3.878 -0.602
O 4.643 11.708 2.501 -0.004
O 6.868 11.407 4.305 -0.396
H 5.209 10.534 5.235 0.281
H 5.638 12.112 5.729 0.299
H 4.503 13.156 3.954 0.185
H 3.499 11.606 4.001 0.437
H 4.328 10.816 2.341 -0.233
H 6.946 10.741 3.619 -0.192
C 8.613 10.894 1.385 0.605
C 8.237 9.578 2.200 -2.285
O 9.012 9.551 3.390 0.014
O 7.591 11.441 0.648 0.754
H 9.501 10.972 0.757 0.234
H 8.984 11.577 2.149 0.149
H 8.284 8.693 1.565 0.353
H 7.187 9.600 2.492 0.630
H 8.612 10.089 4.077 0.320
H 8.042 12.065 0.074 -0.502
C 14.834 10.127 6.761 -0.752
O 15.008 8.904 6.065 -0.444
C 14.068 7.821 6.191 0.081
C 14.470 6.572 5.348 -0.800
N 14.745 6.901 3.942 -0.307
C 13.611 6.810 2.969 -0.721
C 12.861 8.226 2.618 -0.289
O 13.768 9.028 1.769 -0.462
C 13.189 10.165 1.237 -0.515
H 14.986 9.953 7.826 0.287
H 13.866 10.592 6.575 0.281
H 15.531 10.882 6.398 0.264
H 13.062 8.169 5.959 -0.215
H 14.092 7.455 7.217 0.595
H 13.633 5.907 5.560 0.236
H 15.278 6.074 5.884 0.353
H 15.021 7.866 4.048 0.330
H 12.903 6.130 3.444 0.303
H 14.005 6.482 2.007 0.332
H 12.616 8.620 3.605 0.231
H 11.907 8.060 2.118 0.397
H 13.046 10.883 2.044 0.295
H 12.177 9.909 0.925 0.179
H 13.781 10.519 0.393 0.304
C 5.650 14.208 -0.636 -0.706
O 5.211 15.198 0.341 -0.476
C 5.490 15.202 1.692 0.386
C 6.949 15.518 1.658 -0.210
N 7.356 16.561 2.561 -0.408
C 6.829 17.928 2.256 -0.615
C 6.374 18.985 3.374 -0.726
O 5.559 18.344 4.219 -0.181
C 4.960 19.227 5.130 -0.847
H 5.398 13.166 -0.444 0.437
H 6.643 14.480 -0.996 -0.103
H 5.080 14.263 -1.563 0.397
H 5.276 14.348 2.335 -0.395
H 4.876 16.052 1.990 0.269
H 7.416 15.832 0.725 -0.236
H 7.281 14.541 2.010 0.383
H 7.051 16.235 3.467 0.334
H 5.904 18.070 1.698 0.298
H 7.424 18.533 1.572 0.340
H 5.991 19.870 2.866 0.410
H 7.253 19.396 3.871 0.383
H 5.693 19.583 5.855 0.310
H 4.258 18.681 5.759 0.245
H 4.366 19.945 4.566 0.336
C 13.912 7.511 -7.406 -0.750
O 12.810 8.042 -6.655 -0.291
C 13.102 8.724 -5.375 -0.764
C 11.742 9.286 -4.778 -0.441
N 10.938 8.211 -4.258 -0.355
C 9.746 8.560 -3.599 -0.797
C 9.801 9.396 -2.231 -0.537
O 9.678 10.819 -2.284 -0.069
C 8.472 11.345 -2.853 -0.399
H 14.744 8.183 -7.618 0.294
H 13.630 7.090 -8.371 0.246
H 14.358 6.750 -6.765 0.309
H 13.888 9.467 -5.510 0.432
H 13.632 8.063 -4.690 0.362
H 11.109 9.760 -5.528 0.335
H 11.823 9.986 -3.946 0.283
H 10.800 7.636 -5.076 0.267
H 9.300 7.604 -3.326 0.432
H 8.987 9.078 -4.185 0.464
H 10.818 9.328 -1.844 0.474
H 9.193 9.071 -1.387 -0.030
H 7.570 10.734 -2.892 0.179
H 8.828 11.356 -3.883 0.519
H 8.287 12.401 -2.657 -0.320
C 6.232 16.318 -5.039 -0.505
O 7.462 16.303 -5.705 -0.419
C 8.469 15.359 -5.170 -0.818
C 8.562 15.393 -3.600 -0.262
N 9.930 15.108 -3.077 -0.311
C 10.046 15.069 -1.641 -0.888
C 9.887 13.707 -0.978 1.648
O 10.236 13.552 0.389 0.009
C 11.574 13.529 0.711 -0.955
H 5.688 15.451 -5.412 0.270
H 5.718 17.205 -5.409 0.225
H 6.346 16.381 -3.957 0.201
H 9.413 15.730 -5.570 0.318
H 8.257 14.488 -5.790 0.364
H 7.899 14.716 -3.061 0.331
H 8.285 16.355 -3.171 0.486
H 10.452 14.419 -3.600 0.296
H 9.308 15.728 -1.183 0.116
H 11.022 15.466 -1.361 0.435
H 10.404 12.922 -1.530 0.034
H 8.830 13.439 -1.000 -1.326
H 11.896 14.552 0.513 0.296
H 12.146 12.811 0.124 0.317
H 11.711 13.179 1.734 0.239
C 5.182 8.164 8.202 -0.852
O 5.026 9.566 8.225 -0.318
C 6.260 10.273 8.056 -0.902
C 7.373 9.613 7.219 -0.378
N 8.327 8.656 7.879 -0.214
C 9.494 8.409 7.058 -0.589
C 10.568 7.737 7.966 -0.142
O 10.102 6.472 8.440 -0.332
C 11.197 5.531 8.727 -0.777
H 6.110 7.773 8.621 0.184
H 5.020 7.746 7.209 0.369
H 4.457 7.714 8.880 0.362
H 6.698 10.502 9.027 0.416
H 6.038 11.284 7.714 0.370
H 8.112 10.364 6.939 0.481
H 6.860 9.139 6.383 0.317
H 7.958 7.720 7.968 0.194
H 9.869 9.403 6.817 0.427
H 9.284 7.735 6.228 0.239
H 10.551 8.334 8.878 0.276
H 11.412 7.679 7.280 0.027
H 10.652 4.844 9.373 0.276
H 12.041 6.088 9.135 0.308
H 11.643 4.980 7.899 0.264
```

LUMO level (spin up / spin down) ... 2.1 / 2.1 eV
Multiplicity ... 2
Charge ... -1
Calculated total energy ... -79033.5383 eV
HOMO-LUMO gap (spin up / spin down) ... 1.89 / 8.33 eV

The lowest calculated total energy belongs to which entry?
C36H92F6N7O12Ti

Which of these has the highest calculated total energy?
C36H93N5O16

Among the records above, which one has the highest calculated total energy?
C36H93N5O16

The highest calculated total energy belongs to which entry?
C36H93N5O16